Record 1
The following is a quantum chemistry calculation of a structure of composition C17H22N5O5S5Yb in a non-equilibrium geometry, from the Open Molecules 2025 dataset.

## Properties
2S+1	2
largest force on an atom	2.60	eV Å⁻¹
electronic energy	-121378.1556	eV
M	709.8	g/mol
ΔE to the lowest compared entry with this formula, charge and spin	174.2	kJ/mol
orbital gap (alpha / beta)	5.4 / 4.4	eV
E_HOMO (alpha / beta)	-6.12 / -6.12	eV

XYZ file:
```
55
Properties=species:S:1:pos:R:3:forces:R:3
Yb -5.72857 -17.18266 1.02378 -1.1873 -1.6645 0.1550
S -7.67049 -17.98685 8.26782 -0.0661 -0.2657 0.3875
C -7.52420 -17.38253 6.76285 0.2249 0.5099 -0.7241
S -6.29940 -16.20450 6.33046 0.0161 -0.4319 0.8667
C -6.67915 -15.97236 4.66662 -1.8256 -1.2773 -0.5526
C -7.83906 -16.63175 4.23968 1.7504 0.4954 -0.0081
S -8.63002 -16.71432 2.70440 1.1897 0.1475 -0.6867
S -8.53101 -17.74110 5.39132 0.1583 0.3228 0.7195
S -5.48834 -15.06108 3.76654 -0.2656 0.0806 -1.5046
C -7.56389 -13.13017 0.53322 -0.2903 0.0740 0.4095
C -6.91580 -14.25568 -0.20335 0.2351 -1.8941 -0.0707
O -6.99958 -15.48945 0.14139 0.8326 2.2536 -0.9821
N -6.25295 -13.87315 -1.31224 -0.3924 0.2430 0.2252
C -5.67596 -14.76865 -2.29605 0.3491 -0.3911 0.5486
C -4.34217 -15.30325 -1.80740 0.3646 0.4481 -0.6550
C -3.18867 -14.58519 -2.11696 0.1709 -0.5514 -0.0374
C -1.96390 -15.13262 -1.75522 0.0659 -0.7943 0.2334
C -1.92801 -16.43077 -1.20510 -0.4001 1.3184 -0.2144
C -3.12746 -17.04016 -0.90358 -0.0891 0.4241 0.2661
N -4.30414 -16.44771 -1.12809 -0.6139 -0.3707 0.2848
H -8.16965 -13.54871 1.34463 0.1192 0.1500 -0.1721
H -8.19442 -12.54433 -0.17556 0.4821 -0.3391 0.6140
H -6.77282 -12.49115 0.97583 -0.4693 -0.2391 -0.2418
H -6.08756 -12.87752 -1.41905 -0.2542 -0.3149 -0.0564
H -5.54745 -14.24471 -3.25099 -0.0239 -0.0004 0.3732
H -6.36014 -15.59679 -2.47205 -0.0611 0.0918 0.0855
H -3.24262 -13.65375 -2.67445 -0.0340 -0.0926 0.1966
H -1.04547 -14.57444 -1.90924 -0.0847 -0.1374 -0.0650
H -1.01559 -16.88396 -0.89370 0.5318 -0.2653 -0.0573
H -3.18833 -17.97727 -0.36687 0.2320 -0.1556 -0.0994
C -7.28168 -20.97959 -1.92151 0.6156 0.5663 -1.1450
C -6.92367 -20.03456 -0.79395 0.4602 0.6029 0.3981
N -6.57030 -18.76925 -0.92401 0.1676 -0.0269 -0.3173
O -6.45745 -18.44795 -2.30336 -0.1980 0.9543 -0.3467
C -6.91933 -20.53901 0.51983 0.2157 0.6296 0.0013
C -6.97036 -21.97643 0.80405 -0.7083 -1.3451 0.5914
N -6.68558 -19.66642 1.51194 0.0005 -0.2740 -0.2909
O -6.71432 -20.17526 2.65003 0.4629 0.8602 0.7869
H -6.72392 -20.69823 -2.83983 -0.5449 -0.0118 0.5099
H -8.36745 -20.91903 -2.14467 0.6149 -0.0729 0.1883
H -6.98857 -22.01851 -1.71762 -0.3047 0.5591 0.1380
H -6.65546 -17.49615 -2.34785 0.0610 -0.6722 0.1362
H -7.49103 -22.54814 0.01544 0.3049 0.2615 0.5379
H -7.50748 -22.14585 1.75115 0.2011 0.0007 -0.3425
H -5.95968 -22.40431 0.94458 -0.3003 0.1501 -0.0440
N -3.11182 -16.56137 4.59778 -0.8359 -0.4937 -0.4301
C -3.05966 -17.90823 3.94303 1.7315 0.6908 0.4787
C -3.42094 -17.81094 2.46306 -1.1199 -0.4665 0.4609
O -3.91528 -18.82695 1.89864 -0.1705 1.1575 -0.1723
O -3.38237 -16.66417 1.93338 -0.6456 -0.0464 -0.5258
H -3.42356 -16.61541 5.58465 0.5839 0.2039 -0.8244
H -4.12884 -15.89589 3.96344 -0.5096 0.1569 0.9326
H -2.27231 -16.00336 4.42250 -0.3633 -0.3825 0.4804
H -3.63513 -18.65490 4.49095 -0.1703 0.2347 -0.2647
H -1.99871 -18.17899 4.00841 -0.2139 -0.6100 -0.1748
```
Positions in Å, forces in eV/Å.



Record 2
The following is a quantum chemistry calculation of a cluster of 7 separate species, C29H58O15S in total in a non-equilibrium geometry, from the Open Molecules 2025 dataset.

## Properties
largest force on an atom	6.18	eV Å⁻¹
electronic energy	-72556.4204	eV
M	678.8	g/mol
ΔE to the lowest compared entry with this formula, charge and spin	305.1	kJ/mol
SMILES string	O=[SH](=O)C[C@@H]1CCOC1.CCOC(C)=O.CCOC(C)=O.CCOC(C)=O.CCOC(C)=O.CCOC(C)=O.CCOC(C)=O
orbital gap	9.7	eV
E_HOMO	-9.51	eV

XYZ file:
```
103
Properties=species:S:1:pos:R:3:forces:R:3
O -4.93016 -0.92418 6.19843 -1.6546 2.4209 -3.9168
S -5.51691 -0.45410 4.84190 0.7084 -5.7096 2.2443
O -5.84519 -1.69075 3.98001 0.7957 4.4734 1.6462
C -4.37639 0.80450 4.08251 1.3557 1.3879 -0.1610
C -3.41920 0.28984 2.86643 -0.0252 1.2572 -1.6282
C -4.02096 -0.54885 1.59561 2.1543 -0.8288 -1.6633
C -2.56031 -0.87653 0.87500 -0.6143 0.7023 1.6865
O -1.77597 -1.37357 2.04606 -0.3636 1.1314 1.1514
C -1.98102 -0.46135 3.20520 -2.3953 1.3514 -0.4352
H -6.76737 0.18942 5.11386 1.4771 -0.2668 -0.4651
H -3.65081 1.17742 4.95479 -1.9171 -0.9972 -1.6891
H -4.97464 1.78593 3.76155 1.0775 -2.5103 0.6378
H -3.01997 1.32237 2.41701 -1.3333 -2.0134 0.8006
H -4.61212 -0.00422 0.74441 0.6951 -0.6307 2.1516
H -4.44820 -1.62318 1.77109 0.4747 2.3946 0.2368
H -2.04698 0.15152 0.62317 -1.0257 -1.9995 -0.3107
H -2.60033 -1.69691 0.02212 0.3876 2.0733 2.0232
H -2.21200 -0.93722 4.24857 1.3109 0.1398 -2.1028
H -1.22699 0.46135 3.24412 -1.0724 -2.4347 0.0254
C 1.01419 -4.89230 -2.64071 0.0226 0.1157 -0.2380
C -0.06620 -4.91087 -1.57682 0.3335 -0.2187 -0.1586
O -0.69225 -3.61902 -1.45910 -0.5970 0.2783 0.4342
C -1.73308 -3.20318 -2.21294 -0.6587 1.2052 -0.0035
C -2.08636 -3.97262 -3.45057 -0.5828 -0.4444 -0.0414
O -2.32734 -2.16403 -1.92909 1.3056 -1.7887 -0.3126
H 0.60068 -4.67464 -3.62951 0.0180 -0.0793 0.0834
H 1.52820 -5.85687 -2.68462 -0.0690 0.1042 0.0598
H 1.74952 -4.11012 -2.42630 -0.1428 -0.3367 0.0884
H -0.80845 -5.69655 -1.74430 -0.0274 0.1849 -0.0887
H 0.39257 -5.12090 -0.60467 -0.1802 0.3300 -0.0941
H -1.54013 -3.55787 -4.30149 0.0221 -0.0196 0.1212
H -3.16142 -3.86733 -3.62844 0.2743 0.2211 -0.0084
H -1.89564 -5.04127 -3.37062 0.2327 0.0611 -0.0763
C -3.74520 6.08359 1.47564 0.1900 0.0946 0.1376
C -4.81557 5.08295 1.86610 0.1312 0.2703 -0.2101
O -4.34299 4.20639 2.90677 -0.1966 -0.5933 0.3139
C -4.41267 4.48165 4.22734 0.6002 -0.9014 1.1844
C -4.70722 5.88634 4.66166 -0.6719 0.2175 0.2554
O -4.15829 3.60885 5.05625 -0.4064 1.4270 -1.7753
H -3.48087 6.73625 2.31245 -0.1177 -0.0045 -0.1079
H -4.08577 6.70710 0.64391 0.0231 -0.0955 0.0943
H -2.82806 5.56620 1.17622 -0.1996 0.0143 -0.0334
H -5.75678 5.56250 2.14971 0.1437 -0.0385 0.1110
H -5.04063 4.44530 1.00446 0.0875 -0.1155 0.3546
H -3.76749 6.43086 4.78357 -0.1110 -0.0600 -0.0499
H -5.22783 5.84905 5.62398 0.3399 -0.0703 -0.1100
H -5.36469 6.42554 3.98211 0.2203 0.0733 -0.1113
C 4.14369 0.53899 -2.70235 0.0802 -0.2312 0.0423
C 2.80555 1.04677 -3.20332 0.1898 -0.0348 0.2345
O 2.22968 0.12658 -4.15006 -0.3894 0.0572 -0.5409
C 1.46580 -0.93578 -3.81480 -0.6526 -1.0592 -0.8790
C 1.44555 -1.39382 -2.38709 -0.5846 0.2707 0.3618
O 0.86193 -1.56334 -4.68375 1.1755 1.3250 1.1307
H 4.03865 -0.40802 -2.16549 -0.0325 0.1514 0.0360
H 4.60574 1.26862 -2.03101 -0.0760 -0.0601 -0.0846
H 4.82149 0.35315 -3.54172 -0.0985 0.1294 0.0737
H 2.10762 1.26663 -2.39041 0.0597 -0.1572 -0.0660
H 2.95900 1.98786 -3.74228 -0.1820 -0.2868 -0.1266
H 2.22910 -2.14073 -2.23665 -0.0490 0.1932 0.0406
H 0.47128 -1.84980 -2.18373 0.4451 0.0337 -0.1423
H 1.55816 -0.58559 -1.66677 0.2407 -0.0259 0.0017
C 2.67508 -0.50825 -7.79012 -0.1374 -0.0707 -0.0600
C 3.70006 0.60116 -7.65577 -0.2655 -0.2588 0.0054
O 4.01560 1.16639 -8.94248 0.4254 0.3900 -0.1932
C 3.31978 2.16411 -9.52979 0.5809 0.6375 -1.6455
C 1.96606 2.51972 -8.99169 -0.1694 0.6034 0.4339
O 3.75838 2.71460 -10.53882 -0.5096 -1.2268 1.9373
H 1.72739 -0.13376 -8.18727 0.0672 -0.0032 0.1631
H 2.48378 -0.97554 -6.81977 -0.0354 0.1012 -0.1059
H 3.02922 -1.27462 -8.48707 0.0720 0.1227 0.1226
H 3.39149 1.37592 -6.94811 -0.0693 -0.0293 -0.1471
H 4.63348 0.18064 -7.26645 -0.0299 0.2124 -0.2973
H 1.20555 1.93023 -9.50993 0.0940 0.0414 0.1009
H 1.78674 3.58294 -9.18111 0.0259 -0.2922 -0.2119
H 1.87351 2.38377 -7.91571 -0.0916 -0.2528 -0.0531
C 1.67852 -4.29899 5.02180 -0.1480 -0.1840 -0.0658
C 2.34893 -3.15849 4.28069 -0.1453 -0.2077 0.0984
O 2.83059 -3.59502 2.99534 0.4941 0.2809 -0.3059
C 2.08727 -3.61486 1.86768 0.3264 -0.5604 -1.4740
C 0.59822 -3.47579 1.97707 -0.1739 0.6306 -0.1500
O 2.61956 -3.82468 0.77856 -0.4626 0.3796 2.0066
H 0.79762 -4.66361 4.48593 0.0387 0.1474 0.0973
H 1.36879 -3.97972 6.02113 0.0395 -0.0255 -0.1124
H 2.36325 -5.14764 5.11899 -0.0090 0.2026 0.0286
H 1.70244 -2.28157 4.18408 -0.0500 -0.1445 -0.1112
H 3.22914 -2.83316 4.84555 0.0142 -0.1007 -0.3476
H 0.14928 -4.46763 2.07283 0.0352 0.0939 0.0524
H 0.22700 -3.00053 1.06340 0.0528 -0.2683 0.1379
H 0.27755 -2.84069 2.80084 -0.0846 -0.2165 0.0290
C 3.89056 2.68675 4.75820 0.2017 0.0082 -0.1367
C 2.46461 2.25143 4.48145 0.2430 0.0664 0.0622
O 2.07247 2.60206 3.14057 -0.5095 0.0280 -0.2225
C 2.29755 1.83294 2.05322 -0.5622 0.4886 -1.6546
C 3.27018 0.69633 2.15658 -0.2105 -0.7101 0.0381
O 1.77236 2.11346 0.97663 0.7725 -0.2314 2.1457
H 4.60095 2.17704 4.10121 -0.0783 -0.0365 0.1328
H 4.16382 2.47391 5.79578 -0.0481 0.0271 -0.1111
H 4.00556 3.76012 4.57616 -0.1105 -0.1409 0.0969
H 2.30435 1.18696 4.67507 0.0646 0.0627 -0.1394
H 1.78870 2.79298 5.15193 -0.0316 -0.0393 -0.3712
H 4.26855 1.05017 1.88728 -0.1017 -0.0459 0.0731
H 2.96480 -0.08545 1.45370 0.1435 0.2928 -0.0355
H 3.29329 0.22836 3.13905 0.1971 0.1504 0.0570
```
Positions in Å, forces in eV/Å.



Record 3
The following is a quantum chemistry calculation of a structure of composition C19H28BClN8O7Ru in a non-equilibrium geometry, from the Open Molecules 2025 dataset.

## Properties
2S+1	2
largest force on an atom	4.38	eV Å⁻¹
electronic energy	-62188.1019	eV
M	627.8	g/mol
ΔE to the lowest compared entry with this formula, charge and spin	55.3	kJ/mol
total charge	-1
orbital gap (alpha / beta)	6.2 / 6.4	eV
E_HOMO (alpha / beta)	-4.87 / -4.82	eV

XYZ file:
```
65
Properties=species:S:1:pos:R:3:forces:R:3
Ru -0.33376 0.13577 0.10660 2.2856 -1.5252 -1.6660
C -3.07746 -0.03011 -2.09375 0.1452 0.0796 0.1180
C -2.41886 -1.34649 -1.89444 -0.1116 0.1279 -0.1505
C -2.77536 -2.59210 -2.42134 0.3201 -0.0522 0.2128
C -1.82993 -3.47745 -1.93687 -0.2186 0.2163 -0.1899
C -1.70050 -4.93358 -2.21608 0.1556 0.0775 0.1212
N -0.96618 -2.77901 -1.16999 0.0535 -0.7972 0.0451
N -1.32889 -1.49445 -1.16026 0.2395 1.9903 1.1500
B 0.24699 -3.28436 -0.37268 0.1119 0.7387 -0.0016
N 0.05960 -2.97820 1.12912 -0.0239 -0.6915 -0.0998
N -0.12146 -1.73417 1.58255 -0.6934 1.8955 -0.4638
C -0.31714 -1.78730 2.89302 0.0284 -0.0800 0.2064
C -0.59794 -0.59096 3.73712 -0.0226 0.0817 -0.2167
C -0.22637 -3.11937 3.31218 0.0927 0.0717 -0.3412
C 0.00955 -3.84609 2.16005 0.0473 0.1298 0.3275
C 0.23116 -5.31327 2.03513 -0.0136 0.0593 -0.1784
N 1.49530 -2.51784 -0.85647 0.1569 -0.6603 -0.0821
N 1.57577 -1.18442 -0.78781 -1.0287 1.6441 0.4199
C 2.71075 -0.80568 -1.35913 0.0494 -0.0152 -0.0154
C 3.11481 0.61829 -1.49751 -0.2016 -0.0201 0.0967
C 3.40343 -1.94074 -1.79744 -0.2612 -0.1691 0.1483
C 2.59516 -3.01076 -1.46050 0.2799 0.2142 -0.0712
C 2.84431 -4.46351 -1.67574 -0.1716 0.0513 0.0532
H -4.02714 -0.15954 -2.60652 -0.0535 0.0047 -0.0169
H -2.42737 0.61780 -2.68012 -0.0149 0.0283 -0.0606
H -3.26908 0.45018 -1.13372 -0.0504 0.0116 -0.1293
H -3.60835 -2.80385 -3.06325 -0.0913 -0.0713 -0.0970
H -2.49264 -5.24618 -2.89235 -0.0339 -0.0131 0.0204
H -1.76323 -5.51314 -1.29629 -0.0009 -0.1300 -0.0061
H -0.74093 -5.14075 -2.68754 0.0461 -0.1381 -0.0207
H 0.39839 -4.44526 -0.54339 -0.0096 -0.2731 0.0137
H -0.81709 0.27298 3.10783 -0.0156 -0.0152 0.1441
H 0.24830 -0.36009 4.38903 0.0292 0.0151 0.0198
H -1.46719 -0.77624 4.36726 0.0013 0.0629 -0.0587
H -0.31757 -3.48698 4.31583 -0.0335 -0.1096 0.1251
H 0.18700 -5.76935 3.02116 0.0005 -0.0107 0.0311
H 1.20518 -5.52408 1.59449 0.0208 -0.0721 -0.0157
H -0.52894 -5.77193 1.40696 -0.0416 -0.1060 -0.0707
H 2.31311 1.25467 -1.13235 -0.0034 0.1796 -0.0271
H 3.28634 0.85060 -2.54687 -0.0236 0.1034 -0.0221
H 4.03370 0.82304 -0.94732 0.0554 0.0370 0.0287
H 4.35352 -1.96662 -2.29533 0.1361 -0.0488 -0.0759
H 3.82269 -4.59944 -2.13162 -0.0002 -0.0193 -0.0134
H 2.08519 -4.89094 -2.32901 0.0066 -0.1198 -0.0486
H 2.81580 -5.00413 -0.73023 0.0274 -0.0958 -0.0021
N 1.56465 0.67480 1.71318 -0.7153 -0.0354 -0.3707
C 1.44450 2.07377 2.09083 0.3127 0.5650 0.0213
C 1.08668 2.93298 0.86348 0.1388 -0.6613 0.1976
O 1.59536 4.04141 0.71581 0.0084 0.2759 0.1747
N 0.18510 2.34742 0.07321 0.2488 -1.8922 1.2381
C -0.30130 3.04259 -1.04310 -0.3495 -0.5377 -2.3031
C -0.08911 2.17689 -2.40081 -0.2426 3.8641 2.0585
O -0.03420 2.84566 -3.41769 0.0658 -0.2832 -1.1687
O -0.04399 0.95558 -2.22640 -0.1940 -3.0188 1.3525
H 1.54622 0.05421 2.51519 0.0209 -0.0199 -0.2184
H 2.41046 0.51205 1.17631 -0.1417 -0.1150 0.0148
H 2.36461 2.46516 2.55373 -0.2902 0.0019 -0.1792
H 0.61862 2.18691 2.79903 0.0890 -0.0916 0.0152
H 0.16351 4.02841 -1.16850 -0.1982 -0.3162 0.0970
H -1.39466 3.11860 -1.00706 -0.0348 0.3007 0.1668
O -2.79449 -0.95294 1.19126 0.0633 -0.8798 -0.1594
Cl -3.28447 0.32087 1.59672 -1.5593 -0.8297 0.5594
O -4.44065 0.66895 0.84757 -0.5768 0.3450 -0.5048
O -3.59607 0.31157 2.98505 -0.0111 0.1184 0.8583
O -2.24711 1.29518 1.35614 2.1956 0.6228 -0.9907
```
Positions in Å, forces in eV/Å.



Record 4
The following is a quantum chemistry calculation of a cluster of 3 separate species, C2H12N2O2 in total in a non-equilibrium geometry, from the Open Molecules 2025 dataset.

## Properties
largest force on an atom	1.75	eV Å⁻¹
electronic energy	-9343.3730	eV
M	96.1	g/mol
ΔE to the lowest compared entry with this formula, charge and spin	80.1	kJ/mol
SMILES string	NCCN.O.O
orbital gap	10.3	eV
E_HOMO	-9.52	eV

XYZ file:
```
18
Properties=species:S:1:pos:R:3:forces:R:3
N -0.86629 0.41270 0.17974 0.8569 0.6642 0.6139
C 0.46531 -0.19520 0.02287 -0.5949 -1.0113 -0.3026
C 1.71592 0.62438 0.24936 -0.7312 1.5175 -0.4769
N 1.71405 1.80065 -0.65673 -0.0227 -0.3896 0.1242
H -0.92938 1.21920 -0.42695 -0.0513 0.0599 -0.4079
H -0.84567 0.85958 1.09440 -0.3685 -0.1469 0.1773
H 0.48610 -1.03519 0.72456 0.1036 -0.0785 -0.1480
H 0.47590 -0.61662 -0.98807 0.2155 -0.0648 0.0734
H 2.60068 0.00669 0.10483 0.1132 -0.2596 0.3100
H 1.66603 1.05464 1.25331 0.3966 -0.3486 0.1779
H 2.63638 2.21066 -0.72976 -0.0714 0.0532 -0.0309
H 1.40704 1.52993 -1.58381 0.1366 -0.0078 -0.0900
O -6.05404 -1.74885 2.34015 0.0673 -0.2422 -0.1197
H -6.32039 -2.11004 3.18316 -0.0580 -0.3980 0.2976
H -6.22491 -0.81984 2.45835 -0.0131 0.6352 -0.1757
O 2.48694 -0.99477 -2.77091 0.5701 0.0296 0.9384
H 2.92615 -0.37702 -2.15898 -0.2858 0.0979 -0.5386
H 2.66019 -1.82088 -2.29551 -0.2629 -0.1102 -0.4224
```
Positions in Å, forces in eV/Å.